(1)
The following is a quantum chemistry calculation of 2 unconnected molecules or ions with the total composition C9H20ClNO8S, from the OMol25 dataset.

Properties
* multiplicity: 1
* total charge: 0

Last column: Löwdin charge in e.
Atoms and positions in Å:
C 3.31722 0.31218 0.56066  -0.032
N 2.76560 -1.03924 0.77298  -0.105
C 3.12120 -1.96187 -0.31860  -0.031
C 1.44795 -1.11305 1.10858  -0.507
O 0.68489 -1.96975 0.70576  0.086
C 0.89319 -0.14907 2.16583  -0.246
S -0.31960 1.03906 1.59223  1.206
C -1.30539 0.22552 0.31877  -0.315
C -2.15084 -0.91041 0.91511  -0.218
C -3.54178 -0.43696 1.37078  -0.180
C -4.66493 -0.82597 0.41143  -0.261
O -4.34939 -0.56463 -0.94372  -0.054
C 0.58658 2.34176 0.63478  -0.334
O 0.82635 1.94187 -0.64159  -0.188
O -0.17608 2.36212 -1.54814  0.016
H 4.36421 0.23366 0.28876  0.096
H 3.22654 0.92609 1.45357  0.072
H 2.81695 0.80580 -0.27923  0.086
H 2.44025 -1.86520 -1.16285  0.068
H 4.12029 -1.71874 -0.66828  0.093
H 3.11770 -2.98164 0.05437  0.093
H 1.65532 0.41650 2.69805  0.092
H 0.36336 -0.77472 2.88051  0.103
H -1.95343 1.02173 -0.04530  0.103
H -0.63366 -0.08812 -0.47936  0.102
H -1.63275 -1.33694 1.77068  0.092
H -2.19963 -1.68122 0.14990  0.123
H -3.74686 -0.88732 2.34400  0.112
H -3.54544 0.64276 1.53583  0.109
H -5.53389 -0.20801 0.63372  0.117
H -4.95054 -1.86892 0.57418  0.120
H -3.78785 -1.26035 -1.30067  0.088
H -0.03694 3.23011 0.73674  0.115
H 1.52257 2.51431 1.16819  0.111
H -0.19501 3.33486 -1.53986  0.127
O 1.55853 -0.41929 -2.43579  -0.405
Cl 1.49184 0.46033 -3.59608  0.643
O 2.24010 1.66493 -3.30082  -0.378
O 0.10946 0.79264 -3.84731  -0.372
O 2.05391 -0.20480 -4.73780  -0.349


(2)
The following is a quantum chemistry calculation of a molecular structure, C9H20F3O13S2V, from the OMol25 dataset.

Properties
* multiplicity: 1
* total charge: -2

Last column: Löwdin charge in e.
Atoms and positions in Å:
O 5.23712 24.14187 21.36657  -0.311
V 3.84449 23.48578 21.52378  0.856
O 3.94450 22.41390 22.69012  -0.338
C 3.86582 27.54810 23.63663  -0.650
F 4.94663 27.43835 24.42422  0.112
F 3.20402 28.63750 24.03348  0.117
F 4.28231 27.71194 22.38615  0.135
S 2.79213 25.99730 23.82579  0.554
O 3.38580 24.97093 22.94465  -0.367
O 2.82557 25.63303 25.22437  -0.298
O 1.49094 26.46300 23.34750  -0.333
S 3.99185 21.44907 18.70564  0.203
O 3.58411 20.04332 18.89422  -0.409
O 5.38068 21.34497 18.19302  -0.414
O 3.17961 22.16069 17.71370  -0.419
O 3.89025 22.16950 19.97458  -0.429
C 5.12559 19.19437 21.62884  -0.121
O 6.16002 19.41328 20.70053  -0.179
C 7.00872 20.49798 21.04638  -0.194
C 7.92313 20.19843 22.22497  -0.230
O 8.39986 18.87643 22.44536  -0.179
C 9.25638 18.51576 21.38862  -0.126
H 4.52872 18.30554 21.42058  0.083
H 4.33285 19.94509 21.54800  0.063
H 5.45789 19.18663 22.67212  0.083
H 6.33566 21.28672 21.40073  0.118
H 7.56810 20.68490 20.13308  0.125
H 7.48938 20.62265 23.13153  0.117
H 8.71796 20.93303 22.01717  0.112
H 9.54691 17.47641 21.56847  0.079
H 10.13705 19.16462 21.41829  0.084
H 8.68401 18.48061 20.45744  0.092
C 1.39297 21.53645 21.58497  -0.050
O 1.65537 22.94371 21.46679  -0.267
C 0.90536 23.62749 20.48771  -0.185
C 1.39272 25.04546 20.30641  -0.168
O 2.80409 24.95715 20.11859  -0.239
C 3.21855 26.08751 19.40403  -0.091
H 1.67699 20.98228 20.68742  0.091
H 0.30012 21.44904 21.60698  0.085
H 1.86710 21.22532 22.50817  0.087
H -0.14759 23.74312 20.78080  0.128
H 0.87802 23.08857 19.53669  0.139
H 1.23662 25.63981 21.21053  0.107
H 0.85480 25.45322 19.44882  0.134
H 4.24735 26.31496 19.69651  0.093
H 2.68681 27.02793 19.57099  0.093
H 3.24288 25.87239 18.33166  0.104


(3)
The following is a quantum chemistry calculation of a molecular structure, C9H20F3O25S3V5, from the OMol25 dataset.

Properties
* multiplicity: 1
* total charge: 0

Last column: Löwdin charge in e.
Atoms and positions in Å:
O 0.41449 -2.23442 -3.27336  -0.261
V -0.22718 -1.24435 -2.24198  0.923
O -1.65967 -0.81777 -2.63310  -0.223
O 2.87601 3.10347 -0.66887  -0.298
V 2.89216 2.93692 0.90806  1.030
O 1.99719 4.01957 1.54173  -0.249
O -3.89036 0.11561 0.51406  -0.254
V -2.33247 0.45611 0.64949  0.914
O -2.05258 1.40210 -0.62587  -0.279
O 2.73348 -2.71519 -0.99322  -0.252
V 1.95130 -3.01372 0.35064  1.003
O 2.95135 -3.44679 1.49632  -0.271
O 1.17496 -2.52329 3.69312  -0.252
V 0.52949 -1.23106 3.03449  0.877
O -0.24914 -0.53990 4.25725  -0.279
C 4.66781 -0.44250 2.63346  -0.656
F 4.46992 -1.65488 3.12105  0.171
F 5.93327 -0.06919 2.81169  0.160
F 4.39758 -0.41945 1.31584  0.128
S 3.57769 0.74809 3.49004  0.590
O 2.26239 0.14049 3.50004  -0.306
O 4.12000 1.00869 4.76061  -0.198
O 3.70713 1.96726 2.62726  -0.371
S -1.10589 -2.75837 0.41233  0.424
O -0.52957 -2.67006 1.78742  -0.361
O -1.81654 -1.51872 0.00219  -0.375
O 0.10561 -2.78733 -0.55670  -0.460
O -1.86793 -3.93746 0.19989  -0.201
S 0.89869 0.12850 0.58146  0.442
O 1.62112 1.34364 0.84675  -0.298
O 0.56488 -0.06138 -0.81614  -0.309
O 1.67222 -1.02946 1.13354  -0.401
O -0.33859 0.05952 1.41821  -0.390
C 1.64455 1.49123 -3.26190  -0.079
O 0.66057 0.63654 -3.81014  -0.215
C 0.24895 0.97807 -5.10965  -0.185
C 0.04889 -0.24585 -5.94433  -0.235
O -1.01334 -0.98442 -5.42498  -0.210
C -1.37934 -2.05673 -6.26306  -0.091
H 2.06723 1.02375 -2.37877  0.067
H 1.22700 2.45992 -2.96692  0.102
H 2.44199 1.67138 -3.99008  0.102
H 1.02714 1.57177 -5.60360  0.130
H -0.68651 1.54752 -5.11732  0.145
H 0.97259 -0.85337 -5.92071  0.139
H -0.07875 0.02023 -7.00609  0.133
H -1.67017 -1.66240 -7.24147  0.090
H -2.21825 -2.57839 -5.80659  0.094
H -0.56897 -2.79334 -6.32637  0.095
C -3.39735 -1.53617 3.20738  -0.049
O -2.78697 -0.29520 2.89229  -0.289
C -3.32095 0.77125 3.64410  -0.177
C -2.45852 1.97111 3.40008  -0.156
O -2.32769 2.14702 1.99203  -0.254
C -1.43669 3.22834 1.65810  -0.032
H -3.03444 -1.87180 4.18061  0.109
H -3.10267 -2.24386 2.43628  0.081
H -4.48919 -1.49657 3.18473  0.108
H -3.40757 0.54314 4.70693  0.149
H -4.30621 1.00006 3.21209  0.144
H -1.47457 1.87116 3.86316  0.133
H -2.97873 2.83084 3.83397  0.147
H -0.75409 2.88367 0.88863  0.071
H -0.88622 3.58714 2.52603  0.103
H -2.01052 4.06927 1.26787  0.112


(4)
The following is a quantum chemistry calculation of C9H20N2Si2 in the gas phase, from the OMol25 dataset.

Properties
* multiplicity: 1
* total charge: 0

Last column: Löwdin charge in e.
Atoms and positions in Å:
C 0.75234 -2.93098 -0.04433  -0.168
C -0.53921 -3.49055 0.25731  -0.185
C 0.80169 -1.63025 -0.25453  -0.055
C 1.47415 1.49725 -1.07571  -0.155
C 3.31677 -0.96339 -0.99240  -0.190
C 2.15748 0.70609 1.66780  -0.196
C -2.07408 0.73506 -1.75410  -0.195
C -1.38943 1.40042 1.16528  -0.176
C -3.81022 -0.82546 0.38497  -0.191
N -1.47852 -2.63064 0.35070  -0.077
N -1.15310 -1.44141 0.22736  -0.115
Si 1.86264 -0.07821 -0.04762  0.581
Si -2.12490 0.01693 -0.00408  0.549
H 1.58850 -3.61585 -0.08882  0.104
H -0.66806 -4.60601 0.41696  0.120
H 1.30048 2.21091 -0.33209  -0.018
H 2.32829 1.77436 -1.61648  0.020
H 0.58538 1.49725 -1.61137  -0.021
H 3.33229 -1.94852 -0.58999  -0.011
H 3.04893 -1.05715 -2.07539  0.050
H 4.28465 -0.49486 -1.01272  0.013
H 1.13835 0.53882 2.24731  0.048
H 2.89120 0.19376 2.35164  0.033
H 2.25647 1.81408 1.73629  0.035
H -1.82094 1.81414 -1.93320  0.044
H -1.28412 0.23787 -2.34503  0.024
H -2.88719 0.57776 -2.42963  0.006
H -2.09902 2.28066 1.59824  0.088
H -1.09285 0.88654 2.02559  -0.037
H -0.46532 1.91653 0.80216  0.004
H -4.82333 -0.46722 0.11025  0.029
H -3.75279 -1.85629 -0.01651  0.015
H -3.79866 -1.03727 1.47717  0.028


(5)
The following is a quantum chemistry calculation of 2 unconnected molecules or ions with the total composition C9H20N3, from the OMol25 dataset.

Properties
* multiplicity: 1
* total charge: +1

Last column: Löwdin charge in e.
Atoms and positions in Å:
C -1.33468 0.42512 0.25986  -0.045
C 1.51511 0.27043 -0.77116  -0.337
C 2.98058 0.25041 -0.85634  -0.030
C 0.78187 0.88756 -2.01296  -0.008
C -1.30117 2.92688 -0.29070  -0.038
C 0.52581 -1.25912 2.38222  -0.082
C -2.63632 -2.76777 -0.58020  0.009
C -1.23644 1.69439 0.81511  -0.135
C 1.53764 -0.65977 1.31843  -0.265
N -1.80455 -0.55800 -0.14883  0.103
N 0.84038 -0.13400 0.21208  -0.001
N -1.52636 -1.73714 -0.53301  -0.039
H 3.30563 -0.82076 -0.79894  0.117
H 3.40856 0.81970 -0.13241  0.054
H 3.51845 0.71005 -1.70610  0.107
H 1.39675 0.92906 -2.94458  0.096
H 0.58578 1.97030 -1.90845  0.066
H -0.21363 0.50340 -2.21878  0.065
H -1.59844 2.58660 -1.30979  0.077
H -0.34438 3.49852 -0.32147  0.080
H -2.08190 3.64146 0.08611  0.086
H 1.09923 -1.76219 3.17064  0.073
H -0.14328 -0.48492 2.86760  0.079
H -0.26347 -1.90907 1.90606  0.063
H -3.34235 -2.54046 -1.32903  0.075
H -2.17006 -3.69601 -0.68519  0.072
H -3.12204 -2.79664 0.35988  0.074
H -2.00542 1.68473 1.54668  0.123
H -0.32194 1.98172 1.28082  0.116
H 2.25562 0.09399 1.80033  0.139
H 2.33554 -1.55090 0.96587  0.171
H -0.64050 -2.19760 -0.42374  0.136


(6)
The following is a quantum chemistry calculation of a gas-phase ion, C9H20NO (charge +1), from the OMol25 dataset.

Properties
* multiplicity: 1
* total charge: +1

Last column: Löwdin charge in e.
Atoms and positions in Å:
C -1.88153 1.81262 -0.87641  -0.182
C -1.43674 1.57767 0.58400  -0.089
C 0.39956 0.06526 0.94786  -0.191
C -0.33403 -0.88376 1.80462  0.058
C 2.39973 0.92830 -0.27238  -0.017
C 1.35873 -1.32434 -0.66465  0.006
C 2.69716 -0.87420 1.45150  -0.011
C -2.90160 -0.31063 -1.56632  -0.108
C 1.75180 -0.27425 0.41140  -0.514
N -1.76991 0.59633 -1.65626  -0.125
O -0.07286 1.16639 0.54130  0.070
H -2.90432 2.21641 -0.84137  0.132
H -1.22262 2.56686 -1.31011  0.131
H -1.47223 2.52199 1.13251  0.149
H -2.07164 0.84434 1.07979  0.117
H 0.12918 -1.86408 1.81399  0.100
H -1.37801 -0.99374 1.51128  0.101
H -0.32296 -0.49335 2.82667  0.140
H 2.46676 1.77437 0.40620  0.099
H 1.83306 1.23086 -1.14846  0.095
H 3.40492 0.66544 -0.58784  0.102
H 1.12398 -2.28619 -0.21930  0.094
H 0.50496 -0.98825 -1.25384  0.086
H 2.20080 -1.45086 -1.33924  0.109
H 2.99045 -0.11865 2.17729  0.102
H 3.59746 -1.22718 0.95573  0.104
H 2.25622 -1.71259 1.98090  0.083
H -3.84871 0.15275 -1.86619  0.088
H -2.70889 -1.16426 -2.21215  0.087
H -3.00967 -0.67984 -0.54569  0.070
H -1.60909 0.82942 -2.62779  0.117


Values of max |F|, in order: 0.023, 0.120, 0.074, 0.112, 0.086, 0.030, all in hartree/bohr.
Values of E_LUMO, in order: -0.56, 4.69, -2.51, 0.82, -3.06, -4.15, all in eV.